Molecular formula: C7H15NSi
Method: DFT, the ωB97M-V functional and the def2-TZVPD basis

```
24
Properties=species:S:1:pos:R:3:lowdin_charge:R:1
C -1.564 -1.204 -1.264 -0.2047
Si -1.157 0.223 0.004 0.6377
C -1.670 2.085 0.018 -0.2038
C -1.943 -0.165 1.724 -0.2086
C 0.791 0.151 -0.138 -0.3773
N 1.407 1.197 -0.534 0.0152
C 2.837 0.977 -0.416 -0.2492
C 3.049 -0.450 0.087 -0.1967
C 1.583 -1.007 0.363 -0.1710
H -2.641 -1.431 -1.475 0.0211
H -1.347 -0.918 -2.324 0.0304
H -1.143 -2.150 -0.836 0.0306
H -0.730 2.707 -0.189 0.0381
H -2.517 2.199 -0.784 0.0558
H -2.142 2.365 0.904 -0.0268
H -3.080 -0.145 1.642 0.0567
H -1.641 -1.150 1.976 -0.0136
H -1.488 0.653 2.358 0.0428
H 3.012 1.622 0.589 0.1482
H 3.395 1.348 -1.301 0.1105
H 3.705 -0.433 1.150 0.1483
H 3.671 -1.091 -0.578 0.0914
H 1.499 -1.352 1.360 0.0806
H 1.439 -1.990 -0.301 0.1443
```

Output
Lowest unoccupied orbital energy: 0.804 eV
Maximum force: 0.088 hartree/bohr
Energy relative to the best compared isomer or geometry (same formula, charge and spin): 0.821 eV
HOMO-LUMO gap: 10.2 eV
E: -619.90184 a.u.
2S+1: 1



Molecular formula: C28H22N4O4PSeSn
Method: DFT, the ωB97M-V functional and the def2-TZVPD basis

```
61
Properties=species:S:1:pos:R:3:lowdin_charge:R:1
Sn 0.626 0.175 1.133 1.1412
N -1.219 1.103 0.700 -0.4348
P -2.624 1.005 0.116 0.6739
C -2.814 0.043 -1.433 -0.2875
C -3.846 0.275 -2.341 -0.0875
C -3.915 -0.444 -3.526 -0.0919
C -2.954 -1.405 -3.812 -0.0985
C -1.926 -1.648 -2.912 -0.0817
C -1.854 -0.921 -1.731 -0.0814
C -3.876 0.277 1.231 -0.2857
C -4.647 -0.836 0.913 -0.0760
C -5.472 -1.417 1.870 -0.0922
C -5.531 -0.889 3.150 -0.0995
C -4.766 0.226 3.477 -0.0855
C -3.938 0.800 2.526 -0.0892
C -3.362 2.617 -0.341 -0.2866
C -4.650 3.017 -0.003 -0.0904
C -5.090 4.302 -0.305 -0.0942
C -4.244 5.191 -0.950 -0.1003
C -2.957 4.796 -1.299 -0.0849
C -2.516 3.520 -0.988 -0.0767
H -4.596 1.027 -2.121 0.1034
H -4.711 -0.247 -4.234 0.0974
H -3.001 -1.955 -4.744 0.0962
H -1.172 -2.393 -3.134 0.1015
H -1.040 -1.082 -1.033 0.0553
H -4.604 -1.253 -0.086 0.0971
H -6.063 -2.288 1.617 0.0974
H -6.163 -1.351 3.898 0.0962
H -4.806 0.635 4.479 0.1001
H -3.312 1.648 2.778 0.1105
H -5.316 2.325 0.498 0.0998
H -6.091 4.611 -0.029 0.0967
H -4.581 6.196 -1.170 0.0957
H -2.294 5.491 -1.799 0.0997
H -1.502 3.211 -1.214 0.1056
O 4.386 1.178 1.310 -0.4809
Se 3.137 1.345 2.333 0.7103
O 3.419 2.331 3.575 -0.4856
O 1.778 1.915 1.431 -0.6420
O 2.539 -0.134 2.782 -0.6460
N 9.624 -5.218 1.621 0.1384
C 8.776 -4.520 1.282 -0.1914
C 7.717 -3.646 0.847 -0.2425
C 7.945 -2.719 -0.165 -0.0269
C 6.926 -1.894 -0.597 0.0033
C 5.659 -1.981 -0.026 -0.1545
C 5.438 -2.889 1.008 0.0165
C 6.456 -3.716 1.436 -0.0187
N 4.611 -1.172 -0.495 -0.0068
C 4.693 -0.131 -1.407 -0.0597
C 3.434 0.332 -1.556 -0.1264
N 2.560 -0.407 -0.782 -0.0099
C 3.293 -1.283 -0.161 -0.2028
H 8.926 -2.650 -0.615 0.1186
H 7.121 -1.183 -1.385 0.1037
H 4.479 -2.935 1.501 0.1143
H 6.278 -4.420 2.238 0.1213
H 5.623 0.228 -1.803 0.1091
H 3.094 1.177 -2.130 0.1071
H 2.917 -1.972 0.576 0.1084
```

Output
Charge: -1
Lowest unoccupied orbital energy: 2.183 eV
Maximum force: 0.011 hartree/bohr
Energy relative to the best compared isomer or geometry (same formula, charge and spin): 0.571 eV
HOMO-LUMO gap: 6.9 eV
E: -4557.28473 a.u.
2S+1: 1



Molecular formula: C3H7OP
Method: DFT, the ωB97M-V functional and the def2-TZVPD basis

```
12
Properties=species:S:1:pos:R:3:lowdin_charge:R:1
C 0.766 2.507 -0.257 0.1162
C 0.203 0.781 0.656 -0.1225
C -0.050 -2.033 0.015 -0.2398
O -1.273 -0.127 -1.633 -0.4087
P -0.826 -0.358 -0.210 0.5147
H 1.287 3.255 0.229 -0.0516
H 0.758 2.561 -1.356 -0.0003
H 0.470 1.043 1.685 0.0111
H 0.386 -2.079 1.094 0.0684
H -0.748 -2.893 -0.234 0.0549
H 0.716 -2.203 -0.807 0.0557
H -1.688 -0.454 0.818 0.0019
```

Output
Lowest unoccupied orbital energy (spin up / spin down): -0.028 / -0.851 eV
Maximum force: 0.141 hartree/bohr
Energy relative to the best compared isomer or geometry (same formula, charge and spin): 5.045 eV
HOMO-LUMO gap (spin up / spin down): 9.5 / 8.5 eV
E: -534.89280 a.u.
2S+1: 1



Molecular formula: C5H14
Method: DFT, the ωB97M-V functional and the def2-TZVPD basis

```
19
Properties=species:S:1:pos:R:3:lowdin_charge:R:1
C 0.400 -1.932 -1.531 -0.1214
C -0.710 -0.964 -1.079 -0.3013
C -0.503 0.439 -1.636 -0.1238
H 0.435 -2.826 -0.911 0.0623
H 1.385 -1.557 -1.280 0.0637
H 0.340 -2.191 -2.580 0.0673
H -1.679 -1.350 -1.365 0.0916
H -0.779 -0.996 -0.002 0.0718
H 0.078 1.100 -1.006 0.0269
H 0.018 0.385 -2.641 0.0853
H -1.358 1.061 -1.976 0.0729
C 0.174 0.412 2.399 -0.1615
C 0.453 1.697 1.611 -0.1865
H 0.685 -0.375 1.851 0.0553
H 0.368 0.571 3.460 0.0552
H -0.904 0.177 2.607 0.0757
H 1.075 1.603 0.722 0.0424
H 0.948 2.527 2.139 0.0621
H -0.427 2.220 1.219 0.0620
```

Output
Lowest unoccupied orbital energy: 1.158 eV
Maximum force: 0.045 hartree/bohr
Energy relative to the best compared isomer or geometry (same formula, charge and spin): 0.866 eV
HOMO-LUMO gap: 12.3 eV
E: -198.85733 a.u.
2S+1: 1



Molecular formula: C6H5ClNO2P
Method: DFT, the ωB97M-V functional and the def2-TZVPD basis

```
16
Properties=species:S:1:pos:R:3:lowdin_charge:R:1
C -2.312 -0.069 -0.164 -0.0637
C -1.656 -1.107 -0.795 -0.1011
C -1.622 0.826 0.708 -0.0703
C -0.329 -1.253 -0.528 -0.1439
C -0.320 0.597 1.050 -0.1470
C 0.339 -0.473 0.413 -0.4756
N 2.706 1.432 -0.208 -0.4127
O 2.036 2.368 -0.120 0.0482
O 3.467 1.055 -1.102 -0.0782
P 2.116 -0.658 0.988 0.6652
Cl 3.062 -1.877 -0.255 0.2372
H -3.325 0.101 -0.238 0.0749
H -2.225 -1.938 -1.417 0.1536
H -2.190 1.660 1.055 0.0996
H 0.222 -1.964 -1.187 0.1034
H 0.031 1.300 1.800 0.1103
```

Output
Lowest unoccupied orbital energy (spin up / spin down): -1.358 / -1.359 eV
Maximum force: 0.125 hartree/bohr
Energy relative to the best compared isomer or geometry (same formula, charge and spin): 0.785 eV
HOMO-LUMO gap (spin up / spin down): 7.2 / 7.2 eV
E: -1238.28274 a.u.
2S+1: 1



Molecular formula: C3H13N3Si
Method: DFT, the ωB97M-V functional and the def2-TZVPD basis

```
20
Properties=species:S:1:pos:R:3:lowdin_charge:R:1
C 1.693 1.061 0.526 -0.2107
C 2.323 -0.809 -0.961 -0.1760
C 1.663 -0.409 0.264 -0.2995
N -2.533 -1.036 1.407 -0.0964
N -2.128 1.374 0.177 -0.1156
N -1.796 -0.826 -1.486 -0.1037
Si -1.658 -0.325 0.155 0.3757
H 2.788 1.470 0.842 0.1214
H 1.220 1.725 -0.219 0.0640
H 1.179 1.296 1.382 0.0040
H 1.685 -0.614 -1.857 0.0770
H 2.935 -1.725 -0.881 0.0739
H 3.155 -0.039 -1.114 0.0850
H 1.683 -0.899 1.186 0.0425
H -2.507 -2.033 1.590 0.0284
H -2.734 -0.433 2.204 0.0275
H -1.656 2.083 -0.332 -0.0183
H -2.604 1.892 1.055 0.0930
H -1.198 -1.604 -1.760 0.0133
H -1.511 -0.149 -2.180 0.0145
```

Output
Lowest unoccupied orbital energy (spin up / spin down): 0.609 / 0.289 eV
Maximum force: 0.072 hartree/bohr
Energy relative to the best compared isomer or geometry (same formula, charge and spin): 3.290 eV
HOMO-LUMO gap (spin up / spin down): 6.5 / 7.3 eV
E: -575.79739 a.u.
2S+1: 1